No. 1
{
  "formula": "C4H8N2O",
  "method": "ωB97M-V/def2-TZVPD",
  "homo_energy_ev": -8.35,
  "smiles": "CCN(N)C#CO",
  "multiplicity": 1,
  "e_above_lowest_kj_mol": 524.5,
  "lumo_ev": 0.60,
  "elements": ["C", "C", "N", "N", "O", "C", "C", "H", "H", "H", "H", "H", "H", "H", "H"],
  "coordinates": [[0.569, -0.906, 0.522], [1.754, -0.077, 0.969], [0.029, -0.383, -0.885], [-0.673, -1.342, -1.624], [-2.081, 2.414, 0.614], [-0.669, 0.657, -0.415], [-1.573, 1.448, -0.140], [-1.975, 3.270, 0.184], [-1.673, -1.389, -1.423], [-0.524, -1.177, -2.615], [-0.193, -0.974, 1.310], [0.858, -1.922, 0.252], [2.249, -0.566, 1.810], [1.427, 0.913, 1.282], [2.475, 0.033, 0.160]],
  "forces_ev_per_angstrom": [[0.5, -1.1, -2.0], [-0.2, 0.0, -0.1], [1.1, -0.5, 3.0], [-0.2, -0.8, -0.4], [-0.7, 0.1, -0.2], [-3.1, 2.3, -0.9], [2.5, -0.6, 0.6], [0.0, 0.0, -0.1], [0.3, 0.3, 0.1], [0.0, 0.1, 0.3], [-0.2, 0.3, -0.5], [0.2, -0.1, 0.2], [-0.1, 0.0, 0.0], [0.1, 0.1, 0.0], [0.0, 0.0, 0.0]],
  "nbo_charge": [-0.22, -0.63, -0.30, -0.66, -0.66, 0.03, 0.19, 0.49, 0.35, 0.36, 0.19, 0.21, 0.22, 0.21, 0.22]
}


No. 2
{
  "formula": "C4H8N2O",
  "method": "ωB97M-V/def2-TZVPD",
  "homo_energy_ev": -8.78,
  "smiles": "Cc1cnc[nH]1.O",
  "multiplicity": 1,
  "e_above_lowest_kj_mol": 120.0,
  "lumo_ev": 0.69,
  "elements": ["C", "C", "C", "N", "C", "N", "H", "H", "H", "H", "H", "H", "H", "H", "O"],
  "coordinates": [[-1.010, 1.146, 1.611], [-0.047, 0.722, 0.539], [0.647, -0.472, 0.396], [1.158, -0.590, -0.869], [0.962, 0.575, -1.447], [0.187, 1.356, -0.638], [-1.656, 0.334, 1.931], [-0.463, 1.435, 2.517], [-1.561, 2.034, 1.314], [0.814, -1.308, 1.054], [1.406, 1.060, -2.298], [0.146, 2.322, -0.913], [-0.677, -3.265, -0.574], [0.336, -2.293, -1.241], [-0.241, -3.056, -1.384]],
  "forces_ev_per_angstrom": [[1.0, 0.5, 0.4], [0.2, -1.4, 0.7], [-0.8, 0.2, -0.5], [1.4, 0.8, -0.3], [-0.7, -0.2, 1.3], [0.7, 0.8, -1.3], [-0.3, 0.0, -0.3], [0.0, 0.0, -0.1], [-0.3, -0.2, -0.1], [-0.5, 0.1, 0.3], [0.0, -0.7, -0.5], [-0.7, 0.3, 0.7], [-0.3, 0.0, 0.8], [0.0, 0.0, 0.1], [0.2, -0.2, -1.1]],
  "nbo_charge": [-0.64, 0.10, -0.10, -0.50, 0.16, -0.51, 0.23, 0.23, 0.22, 0.21, 0.20, 0.41, 0.46, 0.49, -0.97]
}